{
  "formula": "C79H217InN12O38",
  "method": "ωB97M-V/def2-TZVPD",
  "symbols": ["In", "C", "C", "C", "C", "C", "C", "N", "O", "C", "C", "C", "H", "H", "H", "H", "H", "H", "H", "H", "H", "H", "H", "H", "H", "H", "H", "H", "H", "H", "C", "C", "C", "O", "C", "N", "H", "H", "H", "H", "H", "H", "H", "H", "H", "H", "H", "C", "C", "C", "O", "C", "N", "H", "H", "H", "H", "H", "H", "H", "H", "H", "H", "H", "C", "C", "C", "O", "C", "N", "H", "H", "H", "H", "H", "H", "H", "H", "H", "H", "H", "C", "C", "C", "O", "C", "N", "H", "H", "H", "H", "H", "H", "H", "H", "H", "H", "H", "C", "C", "C", "O", "C", "N", "H", "H", "H", "H", "H", "H", "H", "H", "H", "H", "H", "C", "C", "C", "O", "C", "N", "H", "H", "H", "H", "H", "H", "H", "H", "H", "H", "H", "C", "C", "C", "O", "C", "N", "H", "H", "H", "H", "H", "H", "H", "H", "H", "H", "H", "C", "C", "C", "O", "C", "N", "H", "H", "H", "H", "H", "H", "H", "H", "H", "H", "H", "C", "C", "C", "O", "C", "N", "H", "H", "H", "H", "H", "H", "H", "H", "H", "H", "H", "C", "C", "C", "O", "C", "N", "H", "H", "H", "H", "H", "H", "H", "H", "H", "H", "H", "C", "C", "C", "O", "C", "N", "H", "H", "H", "H", "H", "H", "H", "H", "H", "H", "H", "C", "C", "O", "O", "H", "H", "H", "H", "H", "H", "C", "C", "O", "O", "H", "H", "H", "H", "H", "H", "C", "C", "O", "O", "H", "H", "H", "H", "H", "H", "C", "C", "O", "O", "H", "H", "H", "H", "H", "H", "C", "C", "O", "O", "H", "H", "H", "H", "H", "H", "C", "C", "O", "O", "H", "H", "H", "H", "H", "H", "C", "C", "O", "O", "H", "H", "H", "H", "H", "H", "C", "C", "O", "O", "H", "H", "H", "H", "H", "H", "C", "C", "O", "O", "H", "H", "H", "H", "H", "H", "C", "C", "O", "O", "H", "H", "H", "H", "H", "H", "C", "C", "O", "O", "H", "H", "H", "H", "H", "H", "C", "C", "O", "O", "H", "H", "H", "H", "H", "H", "C", "C", "O", "O", "H", "H", "H", "H", "H", "H"],
  "xyz": [[3.878, -3.712, -1.364], [1.752, -0.123, 1.960], [0.759, -1.115, 1.306], [-0.614, -0.762, 1.896], [-1.189, 0.532, 1.457], [-1.366, 0.537, -0.101], [-0.122, 0.085, -0.910], [0.599, -1.014, -0.166], [1.643, -1.602, -0.973], [0.801, 1.284, -1.183], [-0.671, -0.483, -2.200], [1.058, -2.559, 1.790], [1.585, 0.041, 3.024], [1.471, 0.809, 1.470], [2.762, -0.341, 1.611], [-0.580, -0.748, 2.986], [-1.281, -1.595, 1.676], [-0.601, 1.354, 1.865], [-2.196, 0.764, 1.804], [-1.497, 1.586, -0.367], [-2.329, 0.117, -0.392], [1.606, 1.008, -1.864], [1.406, 1.647, -0.352], [0.282, 2.161, -1.569], [-0.956, -1.525, -2.350], [0.124, -0.386, -2.940], [-1.438, 0.137, -2.663], [2.051, -2.834, 1.435], [0.357, -3.258, 1.336], [1.021, -2.759, 2.861], [4.000, 4.925, -6.732], [2.802, 5.755, -6.864], [2.462, 6.240, -8.281], [3.596, 6.901, -8.924], [3.662, 8.286, -8.647], [1.698, 4.970, -6.284], [4.084, 4.606, -5.693], [4.843, 5.516, -7.089], [3.987, 4.025, -7.348], [2.912, 6.623, -6.214], [1.529, 6.800, -8.335], [2.294, 5.326, -8.852], [3.832, 8.491, -7.590], [2.778, 8.867, -8.909], [4.424, 8.856, -9.177], [1.831, 4.744, -5.309], [1.777, 4.003, -6.564], [-1.204, 3.498, -4.108], [-1.446, 4.691, -3.191], [-2.306, 4.549, -1.929], [-2.517, 5.803, -1.282], [-3.680, 5.842, -0.557], [-0.114, 5.283, -2.918], [-0.498, 2.794, -3.665], [-0.736, 3.709, -5.070], [-2.110, 2.904, -4.225], [-2.031, 5.439, -3.727], [-1.809, 3.901, -1.208], [-3.276, 4.153, -2.232], [-4.557, 5.456, -1.077], [-4.032, 6.827, -0.250], [-3.603, 5.257, 0.359], [-0.125, 6.022, -3.606], [-0.369, 5.779, -2.076], [-2.518, 1.594, 7.063], [-1.538, 1.370, 5.887], [-1.541, 2.595, 4.933], [-2.889, 2.923, 4.498], [-2.985, 4.225, 3.924], [-0.219, 1.040, 6.438], [-3.522, 1.574, 6.641], [-2.469, 2.534, 7.612], [-2.672, 0.705, 7.674], [-1.820, 0.575, 5.197], [-0.960, 2.455, 4.022], [-1.018, 3.442, 5.377], [-2.510, 4.984, 4.545], [-3.968, 4.518, 3.557], [-2.402, 4.157, 3.005], [-0.055, 1.801, 7.081], [0.488, 1.206, 5.736], [-5.647, -1.336, -0.698], [-5.959, -1.291, 0.771], [-4.812, -1.195, 1.728], [-5.422, -1.217, 3.062], [-4.449, -1.032, 4.062], [-6.853, -0.135, 1.048], [-5.435, -2.371, -0.966], [-4.764, -0.763, -0.980], [-6.446, -1.013, -1.366], [-6.572, -2.173, 0.959], [-4.278, -0.255, 1.589], [-4.064, -1.975, 1.586], [-3.816, -0.151, 3.955], [-3.829, -1.900, 4.285], [-5.028, -0.994, 4.984], [-6.379, 0.681, 0.690], [-6.779, 0.080, 2.033], [5.489, -1.875, 5.600], [4.814, -0.651, 5.025], [4.564, -0.607, 3.470], [5.725, -0.770, 2.600], [6.645, 0.296, 2.644], [3.554, -0.508, 5.835], [5.739, -1.945, 6.659], [6.404, -2.047, 5.035], [4.853, -2.752, 5.477], [5.465, 0.144, 5.388], [4.091, 0.334, 3.190], [3.865, -1.403, 3.213], [7.496, 0.158, 1.977], [6.916, 0.336, 3.699], [6.227, 1.240, 2.294], [3.821, -0.275, 6.780], [3.099, 0.356, 5.576], [-7.992, -5.159, 1.869], [-6.598, -5.259, 2.501], [-6.685, -6.163, 3.798], [-5.541, -6.143, 4.629], [-5.053, -4.849, 5.032], [-5.686, -5.746, 1.498], [-8.714, -4.999, 2.670], [-8.261, -6.160, 1.533], [-8.053, -4.378, 1.111], [-6.312, -4.223, 2.684], [-6.907, -7.155, 3.407], [-7.605, -5.922, 4.330], [-4.185, -4.939, 5.685], [-5.813, -4.198, 5.465], [-4.690, -4.232, 4.210], [-4.862, -5.946, 2.047], [-5.950, -6.683, 1.228], [-6.852, 3.661, -2.129], [-7.657, 2.856, -1.117], [-7.233, 2.952, 0.349], [-5.917, 2.522, 0.337], [-5.238, 2.858, 1.567], [-9.110, 3.125, -1.284], [-7.171, 3.477, -3.155], [-5.827, 3.305, -2.232], [-6.981, 4.735, -1.998], [-7.578, 1.810, -1.413], [-7.890, 2.368, 0.993], [-7.229, 4.000, 0.650], [-4.997, 3.908, 1.737], [-4.326, 2.261, 1.556], [-5.744, 2.414, 2.425], [-9.177, 3.325, -2.272], [-9.397, 4.025, -0.925], [1.307, -0.782, -8.702], [-0.155, -0.613, -8.336], [-0.740, -1.950, -7.849], [-2.150, -1.914, -7.655], [-3.007, -2.099, -8.818], [-0.266, 0.298, -7.236], [1.320, -1.666, -9.341], [1.860, -0.950, -7.778], [1.749, 0.075, -9.211], [-0.741, -0.323, -9.208], [-0.467, -2.183, -6.819], [-0.382, -2.756, -8.489], [-4.046, -1.815, -8.651], [-3.005, -3.147, -9.118], [-2.583, -1.503, -9.626], [-1.242, 0.244, -6.983], [-0.200, 1.168, -7.743], [-4.256, 0.968, -4.558], [-4.614, 1.481, -5.914], [-4.631, 0.362, -6.989], [-4.868, 0.798, -8.292], [-3.908, 1.595, -8.923], [-5.867, 2.156, -5.839], [-4.159, 1.810, -3.873], [-3.264, 0.522, -4.477], [-5.040, 0.272, -4.260], [-3.938, 2.279, -6.221], [-5.264, -0.477, -6.701], [-3.609, -0.016, -6.986], [-2.909, 1.162, -8.874], [-3.795, 2.569, -8.448], [-4.093, 1.866, -9.962], [-6.195, 2.550, -6.709], [-6.634, 1.603, -5.483], [9.242, 3.149, 4.210], [8.800, 3.071, 2.750], [7.522, 3.928, 2.420], [7.002, 3.497, 1.171], [5.901, 4.257, 0.674], [9.893, 3.634, 1.999], [10.281, 2.924, 4.449], [8.563, 2.467, 4.723], [9.093, 4.135, 4.651], [8.551, 2.036, 2.520], [7.769, 4.988, 2.362], [6.888, 3.711, 3.280], [4.961, 4.067, 1.193], [5.880, 3.967, -0.377], [6.154, 5.318, 0.683], [10.146, 4.569, 2.284], [9.415, 3.876, 1.143], [1.414, -7.943, 0.840], [1.770, -6.787, -0.168], [0.676, -5.958, -0.806], [1.112, -5.009, -1.762], [-0.018, -4.343, -2.218], [2.605, -5.926, 0.652], [2.272, -8.447, 1.284], [0.928, -8.740, 0.278], [0.574, -7.702, 1.493], [2.384, -7.189, -0.974], [0.115, -5.510, 0.013], [0.011, -6.707, -1.237], [0.346, -3.677, -3.000], [-0.453, -3.625, -1.523], [-0.683, -5.074, -2.680], [3.415, -6.418, 0.998], [2.098, -5.750, 1.508], [-2.751, -2.504, -4.351], [-3.538, -2.776, -3.017], [-3.420, -4.099, -2.658], [-3.550, -3.007, -5.456], [-1.783, -2.993, -4.457], [-2.631, -1.425, -4.452], [-4.563, -2.413, -3.094], [-3.168, -2.293, -2.113], [-3.730, -4.146, -1.751], [-3.280, -2.564, -6.263], [4.320, 4.965, -2.490], [3.390, 3.770, -2.755], [2.294, 3.976, -3.671], [3.814, 5.806, -1.503], [4.322, 5.460, -3.461], [5.291, 4.574, -2.187], [3.072, 3.262, -1.845], [3.961, 3.112, -3.411], [1.528, 4.383, -3.261], [4.090, 6.689, -1.759], [2.533, -5.420, 4.304], [3.428, -6.607, 4.036], [4.323, -6.466, 2.908], [1.543, -5.327, 3.225], [3.075, -4.477, 4.235], [2.100, -5.424, 5.305], [2.960, -7.581, 3.899], [4.067, -6.734, 4.910], [4.881, -7.246, 2.869], [0.687, -5.141, 3.617], [-2.215, -4.848, 1.835], [-2.497, -4.511, 0.331], [-3.897, -4.362, 0.044], [-2.732, -6.153, 2.061], [-2.824, -4.248, 2.512], [-1.160, -4.784, 2.102], [-2.019, -5.138, -0.421], [-2.025, -3.558, 0.090], [-4.411, -4.966, 0.585], [-2.570, -6.725, 1.307], [2.550, -5.052, -4.717], [2.868, -3.581, -4.975], [2.463, -2.780, -3.926], [3.385, -5.576, -3.688], [2.669, -5.708, -5.579], [1.493, -5.243, -4.532], [2.187, -3.234, -5.753], [3.868, -3.529, -5.406], [2.078, -1.981, -4.294], [3.252, -6.517, -3.554], [4.640, 0.051, -0.611], [5.626, -0.210, -1.815], [5.253, -1.236, -2.748], [4.598, -1.130, 0.167], [3.678, 0.344, -1.032], [4.840, 0.952, -0.031], [6.579, -0.531, -1.395], [5.676, 0.685, -2.436], [5.835, -1.146, -3.506], [4.814, -0.896, 1.072], [-0.853, -2.489, 5.780], [-1.023, -2.174, 7.320], [0.131, -1.340, 7.711], [-0.005, -3.630, 5.637], [-0.294, -1.690, 5.294], [-1.798, -2.679, 5.272], [-1.007, -3.071, 7.938], [-1.956, -1.619, 7.420], [0.010, -0.578, 7.140], [0.920, -3.401, 5.760], [2.845, -2.928, 8.798], [2.952, -3.598, 7.395], [2.278, -2.885, 6.408], [1.527, -3.040, 9.281], [2.971, -1.854, 8.662], [3.664, -3.159, 9.478], [2.615, -4.631, 7.468], [3.993, -3.733, 7.100], [2.681, -2.014, 6.391], [1.046, -2.429, 8.718], [2.284, 0.638, -4.696], [2.952, 1.335, -5.888], [2.083, 2.091, -6.804], [1.564, -0.523, -5.115], [1.489, 1.304, -4.360], [3.019, 0.472, -3.908], [3.643, 0.664, -6.398], [3.623, 2.122, -5.543], [1.324, 1.610, -7.141], [0.829, -0.219, -5.651], [0.611, 4.507, 1.991], [1.087, 5.090, 0.672], [2.171, 5.979, 0.791], [1.565, 3.593, 2.453], [-0.331, 3.977, 1.850], [0.446, 5.332, 2.684], [0.327, 5.734, 0.231], [1.305, 4.374, -0.121], [2.754, 5.872, 0.036], [2.453, 3.953, 2.395], [2.704, 2.787, 5.588], [4.206, 3.079, 5.074], [4.261, 3.929, 3.954], [1.954, 2.023, 4.700], [2.163, 3.723, 5.728], [2.780, 2.244, 6.530], [4.627, 2.154, 4.682], [4.953, 3.446, 5.778], [4.037, 4.827, 4.208], [1.946, 2.520, 3.879], [-6.268, 2.489, 5.383], [-7.175, 3.511, 4.638], [-7.927, 2.782, 3.642], [-6.886, 1.548, 6.205], [-5.680, 3.062, 6.100], [-5.549, 1.986, 4.737], [-6.545, 4.178, 4.051], [-7.758, 4.169, 5.283], [-8.532, 3.370, 3.184], [-7.368, 0.924, 5.658], [7.129, -3.107, 0.742], [6.238, -4.069, 1.574], [4.816, -3.876, 1.450], [6.899, -3.257, -0.664], [8.201, -3.232, 0.891], [6.824, -2.099, 1.021], [6.439, -3.846, 2.621], [6.561, -5.100, 1.427], [4.413, -4.505, 2.053], [7.720, -2.957, -1.059]],
  "homo_energy_ev": -11.58,
  "molar_mass_g_mol": 2058.469,
  "total_energy_ha": -6845.28634,
  "charge": 2,
  "homo_lumo_gap_ha": 0.1072
}